(1)
A gas-phase ion, C11H21N2O2 (charge +1) in a non-equilibrium geometry, computed with the ωB97M-V functional and the def2-TZVPD basis.

The geometry in ORCA input format:
```
! RIJCOSX wB97M-V def2-TZVPD def2/J DEFGRID3
* xyz 1 1
H -2.308 -1.517 -1.780
H -1.187 0.598 2.602
H 4.754 0.352 0.482
H 3.535 1.707 0.137
H -5.104 -0.889 -0.719
H -3.239 -2.139 0.898
H 2.557 -1.952 1.366
H -1.183 2.552 -0.588
H -0.292 1.893 2.100
H 0.439 2.088 -0.555
H -1.576 -1.909 0.408
H 3.726 -0.006 -1.994
C -0.602 1.676 -0.608
O 0.003 -1.511 0.339
H -4.395 0.236 -1.879
C 3.756 0.672 0.513
C -2.362 0.038 0.000
H 2.145 0.723 -1.893
H 2.845 -2.524 -0.141
H -1.921 1.937 1.766
O 1.388 0.232 0.372
C 0.212 -0.317 0.391
H 3.611 0.692 1.592
H 2.247 -1.022 -2.090
H 4.133 -1.832 0.560
C 2.760 -0.164 -1.667
C -1.131 1.381 1.872
C -4.229 -0.245 -0.925
H -0.725 1.294 -1.661
H -3.876 1.006 0.903
N -3.600 0.651 0.025
N -2.553 -1.470 0.311
C 2.756 -0.294 -0.109
C 3.076 -1.653 0.444
C -0.864 0.732 0.506
C -2.797 -1.016 -0.978
*
```

## Properties
SMILES string = CC(C)(C)OC(=O)C(C)(C)[C@@]12NC[C@@H]1[NH2+]2
Electronic energy = -18813.1080 eV
E_LUMO = -2.47 eV
HOMO level = -13.54 eV

Table of natural (NBO) atomic charges, one value per atom, all in e: 0.242 0.221 0.238 0.220 0.225 0.432 0.242 0.235 0.236 0.250 0.479 0.233 -0.644 -0.642 0.224 -0.635 0.365 0.217 0.231 0.208 -0.526 0.831 0.227 0.220 0.234 -0.625 -0.580 -0.198 0.230 0.400 -0.621 -0.645 0.309 -0.676 -0.076 -0.084


(2)
C11H21N3O4 in the gas phase in a non-equilibrium geometry, computed with the ωB97M-V functional and the def2-TZVPD basis.

The geometry in ORCA input format:
```
! RIJCOSX wB97M-V def2-TZVPD def2/J DEFGRID3
* xyz 0 1
H -2.229 -1.262 0.848
C -1.631 2.392 -0.374
H -2.671 3.755 -1.279
H 2.113 1.801 0.449
O 6.096 1.476 -0.292
H 4.919 -1.719 -0.347
H 1.642 -2.181 -1.169
N 2.440 -1.734 -0.404
O -0.958 3.099 0.363
N -0.378 0.298 0.444
C -2.920 0.796 0.190
H 2.220 -2.502 0.323
C -3.120 -0.851 0.295
H -3.655 -2.702 -0.825
C 0.380 -0.425 -0.373
C -3.427 -1.618 -0.993
N 5.588 -0.857 -0.353
H -2.554 -1.908 -1.821
C 3.963 0.917 0.785
H -4.329 -2.368 1.307
H -0.146 0.804 1.264
O -2.560 2.856 -1.182
H -5.222 -0.761 0.901
H -2.519 1.119 1.249
H 3.959 2.026 1.342
H -1.517 0.757 -1.652
C -4.199 -1.207 1.280
C -1.487 1.013 -0.495
H 1.606 -0.628 1.310
C 2.588 0.933 -0.063
C 1.849 -0.491 0.141
H -3.899 1.370 -0.007
H 6.564 -1.111 -0.741
H -4.265 -1.157 -1.598
H 2.542 1.271 -1.233
H 3.821 0.134 1.790
O -0.047 -1.039 -1.294
C 5.283 0.483 0.052
H -3.839 -0.778 2.161
*
```

## Properties
SMILES string = CC(C)C[C@H](NC(=O)[C@@H](N)CCC(N)=O)C(=O)O
Electronic energy = -24402.5653 eV
E_LUMO = 0.44 eV
HOMO level = -9.22 eV

Table of natural (NBO) atomic charges, one value per atom, all in e: 0.211 0.750 0.507 0.234 -0.635 0.436 0.400 -0.874 -0.622 -0.625 -0.415 0.360 -0.228 0.219 0.681 -0.648 -0.868 0.231 -0.483 0.214 0.425 -0.688 0.192 0.204 0.259 0.292 -0.593 -0.154 0.184 -0.426 -0.128 0.263 0.418 0.210 0.242 0.214 -0.610 0.646 0.204


(3)
C11H21N3O5 in the gas phase in a non-equilibrium geometry, computed with the ωB97M-V functional and the def2-TZVPD basis.

The geometry in ORCA input format:
```
! RIJCOSX wB97M-V def2-TZVPD def2/J DEFGRID3
* xyz 0 1
H 3.320 0.960 2.066
O -6.132 2.488 -1.613
H -4.172 0.664 -2.470
C 4.724 -0.199 3.316
C -3.826 1.696 -2.192
H -3.261 3.217 -1.052
H -0.218 -1.772 -1.074
H 5.838 0.628 2.086
O -4.266 3.273 -0.654
O 1.243 -3.445 -0.545
H -3.415 1.136 -0.270
H 2.974 -2.189 2.330
H 5.385 -0.976 3.343
C 3.672 -0.201 2.331
C -1.848 0.205 -1.572
H 4.197 -0.585 1.341
H 4.584 1.778 2.518
H 2.082 -0.314 -0.040
C -2.774 1.317 -1.159
H 2.308 -1.412 3.696
H -3.283 2.143 -2.992
H -3.058 -1.685 -0.724
C 1.347 -1.072 0.041
O 0.073 1.327 -0.511
H -3.141 -1.257 -2.429
C -4.871 2.487 -1.478
H -2.094 2.086 -0.824
O 3.272 -2.320 -0.366
H 3.640 -3.325 -0.234
C -0.417 0.215 -0.837
C 2.489 -1.252 2.577
H -1.608 0.373 -2.598
H 4.402 -0.107 4.364
H 0.372 -1.701 1.941
C 1.248 -1.041 1.686
N 0.129 -0.985 -0.668
N -2.559 -1.119 -1.588
C 1.958 -2.373 -0.399
N 5.363 1.125 2.937
H 0.879 -0.105 1.875
*
```

## Properties
SMILES string = NCCCC[C@H](NC(=O)[C@@H](N)CCC(=O)O)C(=O)O
Electronic energy = -26451.4310 eV
E_LUMO = 0.11 eV
HOMO level = -9.35 eV

Table of natural (NBO) atomic charges, one value per atom, all in e: 0.189 -0.584 0.237 -0.268 -0.551 0.501 0.444 0.338 -0.641 -0.635 0.223 0.194 0.201 -0.380 -0.119 0.202 0.350 0.242 -0.426 0.225 0.235 0.403 -0.150 -0.647 0.378 0.771 0.224 -0.661 0.515 0.690 -0.424 0.211 0.182 0.215 -0.377 -0.595 -0.915 0.784 -0.796 0.214


(4)
A molecular structure, C11H21N3O5STa in a non-equilibrium geometry, computed with the ωB97M-V functional and the def2-TZVPD basis.

The geometry in ORCA input format:
```
! RIJCOSX wB97M-V def2-TZVPD def2/J DEFGRID3
* xyz 3 1
Ta -0.253 0.051 -1.044
H 2.250 -0.524 -3.781
H -1.178 0.340 -4.404
H -2.890 -1.060 3.763
N 0.929 0.794 2.797
N -1.146 0.106 3.594
H 1.770 -2.227 -3.928
H 1.627 1.571 4.652
S -0.610 -0.759 1.135
C 1.613 -1.306 -3.371
H 0.088 2.506 -4.112
H -2.821 -0.052 2.297
H 0.288 -0.050 5.146
N 0.188 -0.869 -3.347
C -0.107 0.329 -4.196
C 0.304 1.620 -3.520
H -3.124 0.698 3.868
H 1.342 1.641 -3.194
H 0.144 2.332 4.016
C -0.780 0.102 5.031
C -1.980 -1.853 -2.733
O -3.018 -2.365 -2.784
H 1.716 2.664 3.262
H 0.409 0.259 -5.159
H -1.306 -0.737 5.484
C -2.587 -0.097 3.354
H 2.074 -0.543 1.617
C 2.112 0.474 1.995
C -0.229 0.187 2.666
H 2.224 1.198 1.183
H -0.266 -2.935 -3.313
H 2.990 0.564 2.631
C 1.882 -1.499 -1.897
O 1.567 -0.204 -1.297
C -0.739 -1.989 -3.588
H -1.279 2.319 -2.339
C 1.109 1.907 3.755
O 2.009 -2.442 -1.220
H -1.093 1.027 5.512
O -1.695 -0.871 -1.678
H -1.047 -2.071 -4.633
O -0.486 1.766 -2.220
*
```

## Properties
Electronic energy = -38814.4901 eV
E_LUMO = -12.71 eV
HOMO level = -18.97 eV

Table of natural (NBO) atomic charges, one value per atom, all in e: 2.364 0.266 0.251 0.250 -0.362 -0.347 0.285 0.247 -0.100 -0.345 0.279 0.221 0.230 -0.453 -0.285 -0.077 0.253 0.239 0.234 -0.416 0.781 -0.333 0.245 0.279 0.256 -0.419 0.235 -0.427 0.487 0.207 0.289 0.270 0.774 -0.777 -0.370 0.575 -0.419 -0.378 0.244 -0.758 0.292 -0.788


(5)
A molecular structure, C11H21NO6RbS2 in a non-equilibrium geometry, computed with the ωB97M-V functional and the def2-TZVPD basis.

The geometry in ORCA input format:
```
! RIJCOSX wB97M-V def2-TZVPD def2/J DEFGRID3
* xyz 0 2
H -0.068 -3.459 -4.731
H 4.731 2.742 0.893
C -3.169 2.671 2.940
O 1.073 0.762 -0.626
O 3.200 1.268 0.713
H -1.561 3.595 -0.312
C -0.621 -3.994 -3.959
H 3.538 2.493 -1.904
H -0.985 -4.621 0.049
H 4.048 0.867 3.206
C 4.746 1.241 2.457
H -3.384 -5.785 -1.311
H 2.976 3.911 -0.921
H 3.422 2.834 2.008
H 5.182 0.362 1.984
H -3.706 0.862 1.852
H -0.074 -4.870 -3.610
O -1.814 -3.740 -1.603
H -2.532 4.491 3.808
N -2.644 2.132 0.660
H -1.615 -4.244 -4.329
S -0.694 -2.902 -2.505
H -0.774 -5.564 -1.435
C -2.546 3.896 2.907
Rb -1.616 0.846 -1.657
O -1.321 -1.640 -2.995
H 1.928 3.229 -2.041
C 4.057 2.121 1.483
C -1.951 4.219 1.695
H -2.300 -6.847 -0.418
S 1.878 1.875 -0.050
C -1.455 -4.910 -0.891
H 5.566 1.745 2.969
H -3.588 2.446 3.910
O 0.534 -2.877 -1.735
O 1.224 2.792 0.827
C 2.716 2.941 -1.345
C -3.233 1.833 1.834
C -2.019 3.348 0.634
H -1.391 5.140 1.630
C -2.666 -5.823 -0.493
H -3.091 -5.386 0.411
*
```

## Properties
Electronic energy = -47844.3063 eV
E_LUMO (spin up / spin down) = -0.31 / -0.34 eV
HOMO level (spin up / spin down) = -2.10 / -6.77 eV
<S²> = 0.7628

Table of natural (NBO) atomic charges, one value per atom, all in e: 0.256 0.177 -0.273 -0.934 -0.712 0.127 -0.855 0.245 0.194 0.224 -0.627 0.216 0.255 0.207 0.219 0.158 0.244 -0.711 0.188 -0.727 0.261 2.309 0.170 -0.393 0.955 -0.947 0.241 -0.080 -0.269 0.223 2.321 -0.072 0.221 0.189 -0.885 -0.892 -0.862 -0.074 -0.078 0.188 -0.621 0.223


(6)
A molecular structure, C11H21NOS in a non-equilibrium geometry, computed with the ωB97M-V functional and the def2-TZVPD basis.

The geometry in ORCA input format:
```
! RIJCOSX wB97M-V def2-TZVPD def2/J DEFGRID3
* xyz 0 1
C 1.292 -0.330 0.258
H -3.699 1.936 -1.127
C 3.780 0.128 0.450
H -4.771 -0.076 0.602
H 2.156 -3.595 -0.019
C 2.504 1.595 -1.102
H 2.525 -2.213 -1.228
C -2.671 0.097 -0.040
H -1.958 1.520 -1.551
H 4.396 0.921 0.923
C 1.395 0.936 1.250
H 3.591 -0.718 1.128
C 2.405 0.717 0.101
H 1.785 0.633 2.219
H -2.040 0.270 2.105
H 1.541 1.956 -1.210
H 2.665 0.825 -1.803
H 0.786 1.774 1.318
C 1.437 -1.764 0.676
C 2.045 -2.553 -0.250
H -3.292 0.563 -2.219
O -1.848 -2.035 -1.428
C -2.892 1.061 -1.303
H -3.591 -1.327 1.175
H 3.415 2.314 -1.140
H 4.278 -0.494 -0.366
H -1.427 1.524 1.202
C -2.249 0.867 1.255
H 0.194 -0.581 -1.736
H -3.030 1.507 1.605
N -0.168 -0.097 -0.902
S -1.385 -1.200 -0.336
H -4.331 -1.367 -0.494
H 1.126 -2.045 1.668
C -3.960 -0.750 0.316
*
```

## Properties
Electronic energy = -26115.5142 eV
E_LUMO = 0.71 eV
HOMO level = -8.39 eV

Table of natural (NBO) atomic charges, one value per atom, all in e: 0.177 0.209 -0.618 0.213 0.202 -0.605 0.208 -0.226 0.229 0.221 -0.442 0.218 -0.070 0.207 0.214 0.225 0.208 0.227 -0.272 -0.341 0.227 -0.979 -0.631 0.207 0.221 0.217 0.217 -0.636 0.376 0.217 -0.866 1.409 0.233 0.229 -0.624